No. 1
C19H25N3SSiZn | ωB97M-V with the def2-TZVPD basis set

Results
Frontier orbital gap (Eh): 0.18059
LUMO energy (eV): -0.7809
ΔE to the lowest compared entry with this formula, charge and spin (eV): 1.270

Last column: natural (NBO) charge in e.
Atoms and positions in Å:
C (0.70, 2.15, 0.00)  -0.371
C (-0.39, 2.10, -0.94)  -0.366
C (-1.56, 1.61, -0.25)  -0.353
H (-0.36, 2.39, -2.01)  0.202
C (-1.20, 1.37, 1.11)  -0.398
C (0.20, 1.70, 1.27)  -0.398
H (0.75, 1.68, 2.23)  0.189
H (1.73, 2.45, -0.25)  0.200
H (-2.55, 1.46, -0.71)  0.197
H (-1.91, 1.05, 1.89)  0.182
Zn (-1.23, -2.71, -0.67)  1.439
C (-1.21, -3.02, -2.54)  -1.349
H (-2.22, -3.34, -2.32)  0.210
H (-0.34, -3.71, -2.49)  0.222
H (-0.98, -2.45, -3.49)  0.265
Si (0.28, -0.23, -2.73)  1.198
C (1.72, -1.05, -3.80)  -0.441
C (2.57, 0.07, -4.12)  -0.212
H (2.17, 1.08, -3.91)  0.222
C (3.88, -0.08, -4.59)  -0.215
H (4.50, 0.82, -4.52)  0.216
C (4.32, -1.31, -5.05)  -0.224
H (5.32, -1.37, -5.45)  0.215
C (3.41, -2.38, -5.05)  -0.226
H (3.76, -3.34, -5.46)  0.214
C (2.10, -2.25, -4.50)  -0.213
H (1.44, -3.14, -4.53)  0.211
C (-0.94, 0.28, -3.97)  -0.439
C (-0.49, 0.95, -5.10)  -0.239
H (0.48, 0.65, -5.50)  0.222
C (-1.26, 2.00, -5.64)  -0.203
H (-0.80, 2.61, -6.43)  0.212
C (-2.51, 2.31, -5.10)  -0.223
H (-3.06, 3.20, -5.42)  0.217
C (-3.05, 1.48, -4.08)  -0.213
H (-4.06, 1.66, -3.62)  0.215
C (-2.29, 0.42, -3.55)  -0.219
H (-2.76, -0.25, -2.78)  0.214
H (-0.51, -0.96, -1.54)  -0.235
H (0.71, 1.13, -2.39)  -0.127
N (0.38, -1.91, 0.62)  -0.752
N (0.08, -2.08, 2.02)  -0.446
C (-1.21, -1.92, 2.33)  0.339
N (-1.47, -1.79, 3.64)  -0.758
S (-2.47, -1.96, 1.20)  -0.262
H (1.28, -2.38, 0.43)  0.391
H (0.63, -0.91, 0.37)  0.450
H (0.78, -1.71, 2.68)  0.403
H (-2.44, -1.79, 3.97)  0.434
H (-0.72, -1.93, 4.31)  0.404


No. 2
C19H25N5O3Pd | ωB97M-V with the def2-TZVPD basis set

Results
Spin multiplicity: 3
⟨S²⟩: 2.004
Net charge: +2
Frontier orbital gap (alpha / beta) (Eh): 0.30455 / 0.18748
LUMO energy (alpha / beta) (eV): -5.5786 / -8.7688
ΔE to the lowest compared entry with this formula, charge and spin (eV): 1.029

Last column: natural (NBO) charge in e.
Atoms and positions in Å:
Pd (11.29, 6.89, 5.80)  1.269
C (11.46, 4.07, 9.75)  -0.409
N (12.65, 4.56, 9.03)  -0.350
C (13.97, 4.11, 9.47)  -0.423
C (12.50, 5.37, 7.98)  0.661
O (11.35, 5.48, 7.44)  -0.694
C (13.73, 6.07, 7.34)  -0.147
O (13.07, 7.18, 6.65)  -0.570
C (13.83, 8.18, 5.99)  -0.174
C (12.94, 9.02, 5.13)  0.657
O (11.82, 8.62, 4.79)  -0.650
N (13.42, 10.15, 4.72)  -0.352
C (12.51, 11.23, 4.37)  -0.421
C (14.83, 10.46, 4.67)  -0.415
H (11.80, 3.78, 10.76)  0.231
H (10.76, 4.89, 9.85)  0.231
H (10.99, 3.27, 9.20)  0.231
H (13.87, 3.77, 10.53)  0.245
H (14.38, 3.26, 8.91)  0.231
H (14.68, 4.94, 9.38)  0.207
H (14.37, 6.45, 8.14)  0.228
H (14.33, 5.46, 6.69)  0.241
H (14.21, 8.88, 6.80)  0.230
H (14.75, 7.95, 5.42)  0.244
H (11.98, 11.17, 3.39)  0.238
H (11.73, 11.13, 5.06)  0.217
H (12.96, 12.18, 4.47)  0.235
H (14.99, 11.00, 3.72)  0.250
H (15.07, 11.08, 5.50)  0.224
H (15.44, 9.55, 4.66)  0.209
C (7.61, 5.21, 4.85)  -0.231
C (8.96, 5.46, 4.99)  0.048
N (9.35, 6.50, 5.74)  -0.480
C (8.46, 7.38, 6.30)  0.038
C (7.09, 7.20, 6.09)  -0.068
C (6.68, 6.01, 5.45)  -0.086
C (6.07, 8.19, 6.43)  -0.183
C (6.20, 9.50, 6.72)  -0.158
C (7.23, 10.34, 7.33)  0.172
C (7.24, 11.70, 7.05)  -0.270
C (8.29, 12.43, 7.60)  0.086
N (9.16, 11.90, 8.48)  -0.427
C (9.02, 10.60, 8.74)  0.247
N (8.11, 9.79, 8.25)  -0.475
H (7.25, 4.41, 4.21)  0.257
H (9.77, 4.94, 4.51)  0.220
H (8.77, 8.12, 7.04)  0.261
H (5.62, 5.68, 5.34)  0.255
H (5.06, 7.77, 6.30)  0.234
H (5.30, 10.09, 6.69)  0.233
H (6.41, 12.22, 6.50)  0.252
H (8.48, 13.45, 7.33)  0.217
H (9.67, 10.20, 9.48)  0.182


No. 3
C19H25N5O6 | ωB97M-V with the def2-TZVPD basis set

Results
SMILES: CCCCN(C(=O)c1ccc(OC)c([N+](=O)[O-])c1)c1c(N)n(CCC)c(=O)[nH]c1=O
Frontier orbital gap (Eh): 0.29745
LUMO energy (eV): -0.3433

Last column: natural (NBO) charge in e.
Atoms and positions in Å:
C (0.01, 3.46, -2.40)  -0.611
C (-1.28, 2.71, -2.69)  -0.414
C (-2.34, 2.87, -1.61)  -0.406
C (-1.92, 2.42, -0.21)  -0.220
N (-1.59, 1.00, -0.11)  -0.469
C (-2.61, 0.09, -0.16)  0.692
O (-3.78, 0.42, -0.25)  -0.601
C (-2.15, -1.32, -0.02)  -0.168
C (-2.47, -2.29, -0.97)  -0.082
C (-1.95, -3.57, -0.87)  -0.318
C (-1.09, -3.93, 0.17)  0.345
O (-0.49, -5.13, 0.29)  -0.461
C (-0.71, -6.11, -0.69)  -0.255
C (-0.79, -2.95, 1.14)  -0.005
N (0.12, -3.18, 2.22)  0.522
O (0.37, -4.31, 2.57)  -0.341
O (0.61, -2.18, 2.73)  -0.432
C (-1.34, -1.68, 1.04)  -0.144
C (-0.24, 0.58, -0.20)  -0.103
C (0.62, 0.79, 0.87)  0.465
N (0.17, 1.45, 1.97)  -0.794
N (1.92, 0.39, 0.81)  -0.439
C (2.86, 0.54, 1.92)  -0.217
C (3.69, 1.82, 1.82)  -0.406
C (2.87, 3.10, 1.97)  -0.610
C (2.44, -0.25, -0.31)  0.799
O (3.60, -0.58, -0.38)  -0.618
N (1.55, -0.48, -1.32)  -0.633
C (0.20, -0.15, -1.36)  0.644
O (-0.49, -0.50, -2.30)  -0.627
H (0.67, 3.41, -3.26)  0.213
H (-0.19, 4.50, -2.18)  0.199
H (0.54, 3.02, -1.55)  0.192
H (-1.70, 3.08, -3.63)  0.203
H (-1.07, 1.65, -2.83)  0.226
H (-3.23, 2.31, -1.89)  0.228
H (-2.62, 3.93, -1.53)  0.200
H (-1.05, 2.98, 0.13)  0.202
H (-2.76, 2.60, 0.47)  0.219
H (-3.10, -2.03, -1.79)  0.236
H (-2.21, -4.29, -1.62)  0.229
H (-0.10, -6.96, -0.38)  0.209
H (-1.76, -6.41, -0.73)  0.182
H (-0.38, -5.77, -1.68)  0.182
H (-1.12, -0.98, 1.84)  0.235
H (0.69, 1.37, 2.83)  0.405
H (-0.83, 1.50, 2.06)  0.415
H (3.54, -0.32, 1.85)  0.257
H (2.33, 0.46, 2.87)  0.192
H (4.45, 1.78, 2.60)  0.211
H (4.20, 1.82, 0.86)  0.219
H (3.53, 3.96, 1.88)  0.220
H (2.11, 3.17, 1.20)  0.206
H (2.39, 3.14, 2.95)  0.194
H (1.92, -0.97, -2.13)  0.433


No. 4
C19H26AsB2F4MgN7O4Se | ωB97M-V with the def2-TZVPD basis set

Results
Frontier orbital gap (Eh): 0.29229
LUMO energy (eV): -0.4043

Last column: natural (NBO) charge in e.
Atoms and positions in Å:
Mg (1.05, -0.50, 0.34)  1.721
C (1.76, -1.76, 4.61)  -0.686
C (1.85, -1.43, 3.16)  0.219
N (1.15, -0.52, 2.58)  -0.236
O (0.26, 0.14, 3.38)  -0.570
B (-0.79, 0.77, 2.53)  1.266
F (-1.57, 1.55, 3.34)  -0.522
F (-0.08, 1.54, 1.55)  -0.585
O (-1.68, -0.18, 1.80)  -0.555
N (-0.99, -0.84, 0.83)  -0.238
C (-1.59, -1.74, 0.16)  0.225
C (-3.02, -2.12, 0.32)  -0.689
C (-0.72, -2.47, -0.86)  0.234
N (0.51, -2.15, -0.80)  -0.254
O (1.41, -2.73, -1.63)  -0.543
B (2.79, -2.24, -1.28)  1.265
F (3.66, -2.73, -2.19)  -0.512
F (2.76, -0.80, -1.22)  -0.576
O (3.23, -2.67, 0.09)  -0.541
N (2.58, -1.93, 1.01)  -0.213
C (2.74, -2.22, 2.24)  0.196
C (3.63, -3.30, 2.75)  -0.685
C (-1.31, -3.45, -1.81)  -0.699
H (0.80, -1.44, 5.00)  0.262
H (2.55, -1.24, 5.16)  0.235
H (1.90, -2.83, 4.76)  0.228
H (-3.49, -1.51, 1.08)  0.255
H (-3.10, -3.17, 0.59)  0.230
H (-3.54, -1.99, -0.63)  0.249
H (4.35, -3.57, 1.98)  0.260
H (3.06, -4.19, 3.00)  0.237
H (4.15, -2.98, 3.65)  0.224
H (-2.08, -2.97, -2.41)  0.265
H (-1.76, -4.29, -1.27)  0.226
H (-0.54, -3.82, -2.48)  0.258
Se (0.21, 3.96, -0.66)  0.270
C (-0.10, 5.84, -0.38)  -0.234
C (-0.01, 6.53, 0.82)  -0.261
C (-0.32, 7.88, 0.87)  -0.192
C (-0.75, 8.54, -0.27)  -0.213
C (-0.86, 7.85, -1.46)  -0.194
C (-0.54, 6.50, -1.53)  -0.176
H (0.28, 6.03, 1.74)  0.209
H (-0.24, 8.41, 1.81)  0.221
H (-0.99, 9.60, -0.23)  0.222
H (-1.20, 8.36, -2.36)  0.222
H (-0.62, 5.98, -2.47)  0.220
N (-2.38, -0.66, -3.82)  -0.486
C (-1.45, -0.04, -3.53)  0.450
N (-0.39, 0.69, -3.25)  -0.677
C (0.12, 0.80, -2.11)  0.633
N (0.63, 0.97, -1.06)  -0.835
C (2.93, 2.12, 0.80)  -0.905
As (1.84, 3.69, 0.97)  1.399
C (3.13, 5.09, 0.70)  -0.969
C (1.21, 3.79, 2.78)  -0.965
H (3.70, 2.21, 1.58)  0.245
H (3.38, 2.08, -0.19)  0.274
H (2.36, 1.21, 0.98)  0.230
H (3.69, 5.24, 1.62)  0.244
H (2.63, 6.01, 0.40)  0.265
H (3.80, 4.76, -0.10)  0.255
H (1.71, 4.61, 3.28)  0.239
H (1.43, 2.84, 3.26)  0.275
H (0.13, 3.92, 2.77)  0.282